Entry 1:
A single C2H3N3O molecule, computed with ωB97M-V/def2-TZVPD.

The energy relative to the best compared isomer or geometry (same formula, charge and spin) is 4.68 kcal per mole. Its orbital gap is 10.045 eV. The value obtained for the HOMO energy is -0.3417 Eh. Its SMILES is O=c1[nH]cn[nH]1.

Atoms and positions in Å:
1 N 0.50 0.78 0.04
2 C -0.89 0.67 -0.04
3 N 0.13 -1.39 0.17
4 N -1.07 -0.72 0.09
5 H -1.67 -1.22 -0.55
6 O -1.69 1.57 -0.15
7 H 2.09 -0.70 0.14
8 H 0.99 1.65 0.00
9 C 1.03 -0.48 0.15

***

Entry 2:
A molecular structure, C30H45BBr3CaCl2CsF2N3O16S3 at a distorted geometry, computed with ωB97M-V/def2-TZVPD.

As for the net charge: -1. Its orbital gap is 2.717 eV. The value obtained for the HOMO energy is -0.1508 Eh.

Atoms and positions in Å:
1 Cl 1.48 -1.24 -3.61
2 F -0.54 4.86 7.38
3 H -1.33 1.07 -1.37
4 H 4.02 -0.42 -10.76
5 N 0.37 2.70 0.10
6 C 0.83 -0.94 -7.10
7 S 1.51 0.06 -0.32
8 H -4.71 3.62 -1.16
9 S 6.02 0.94 2.22
10 H -4.36 3.41 3.31
11 S 1.33 2.24 -2.28
12 H -3.40 5.27 0.12
13 H 7.02 -0.52 -0.15
14 H -4.65 4.07 1.67
15 C -0.99 2.90 -0.30
16 H -3.76 5.62 3.11
17 C 3.73 -1.47 -10.71
18 O 6.14 -2.66 -9.75
19 H -2.00 -1.59 -1.33
20 O 4.95 -0.07 1.62
21 H 0.40 -3.58 2.09
22 C -2.84 -3.31 2.92
23 B 0.02 -3.51 4.21
24 C -3.95 -3.00 1.89
25 H -0.21 -1.15 -6.88
26 C 6.38 0.37 -0.17
27 O -1.78 4.64 4.69
28 H 2.67 2.53 1.43
29 C -6.17 -1.79 1.67
30 H 3.66 -1.86 -11.73
31 C -0.11 -2.26 -0.41
32 C -1.42 5.48 5.58
33 C -0.39 1.87 3.70
34 Br -2.32 -0.45 1.34
35 H 1.44 -1.83 -1.98
36 H -0.79 -4.62 0.62
37 H -5.47 -2.64 3.44
38 H -2.17 6.24 5.89
39 O -6.92 -2.65 1.41
40 O 6.80 -4.20 -8.08
41 C 2.34 -1.17 -8.86
42 C 4.95 0.04 0.17
43 C -2.48 -3.28 0.04
44 H -1.45 -3.15 -1.84
45 H -1.57 2.26 2.00
46 C -0.43 -3.20 2.70
47 H -6.00 3.92 2.82
48 H -1.30 1.69 4.37
49 C 0.62 -1.21 -1.38
50 O -0.55 -4.49 5.00
51 O 6.82 1.25 0.88
52 C -2.93 4.35 -0.22
53 H -4.06 -2.10 0.08
54 C 1.79 2.34 2.03
55 H -1.30 -4.15 5.49
56 Br -0.75 2.11 6.25
57 F -6.29 -0.57 1.12
58 H -3.61 1.50 -1.92
59 H -4.58 -1.13 3.08
60 C 1.01 1.74 -0.78
61 H -2.38 -5.24 0.94
62 H 6.47 0.84 -1.14
63 O 1.04 -2.78 4.78
64 H 1.17 -2.00 4.22
65 O -4.71 5.44 3.21
66 C 0.88 1.75 4.27
67 Br -3.73 -4.40 -1.13
68 H -0.52 -2.10 2.62
69 O 6.87 0.22 3.11
70 H 4.50 -2.04 -10.18
71 O 2.43 -1.61 -10.11
72 H -4.47 -3.94 1.66
73 H 1.45 -1.48 -6.40
74 Cl 7.25 -3.11 -8.91
75 C -1.78 -4.32 0.97
76 H 0.97 1.45 5.38
77 C -5.02 -2.09 2.61
78 C -3.07 2.26 -1.36
79 O 3.22 -0.67 -8.22
80 H -0.13 -1.76 0.56
81 N -1.66 -3.94 2.38
82 H 4.28 0.85 -0.11
83 O 5.35 2.13 2.63
84 C -0.55 2.20 2.37
85 Cs 3.28 1.74 5.79
86 H -0.53 6.09 5.34
87 O 7.69 -2.01 -8.08
88 N -3.34 -2.36 0.75
89 H 3.05 2.01 3.78
90 H -1.05 4.80 0.67
91 C -1.75 2.01 -1.04
92 C -1.55 -2.52 -0.95
93 C -4.94 4.14 2.72
94 H -2.58 -2.42 3.52
95 H -1.04 4.99 6.76
96 C -1.62 4.08 0.09
97 C 2.00 2.04 3.36
98 Ca -3.18 0.65 3.61
99 O 1.08 -1.37 -8.44
100 H 1.00 0.14 -7.01
101 C -3.67 3.43 -0.94
102 H 4.61 -0.88 -0.28
103 C 0.51 2.41 1.49
104 H 0.49 -3.17 -0.42
105 H -3.29 -4.01 3.65
106 H -0.07 -0.78 -2.08
107 O 8.33 -3.55 -9.76

***

Entry 3:
A molecular structure, C24H42O2OsP2 at a distorted geometry, computed with ωB97M-V/def2-TZVPD.

The expectation value of S² is 6.017. As for the spin multiplicity: 5. As for the net charge: +2. The energy relative to the best compared isomer or geometry (same formula, charge and spin) is 0.00 kcal per mole. Its orbital gap (spin up / spin down) is 8.103 / 4.969 eV. The value obtained for the HOMO energy (spin up / spin down) is -0.5039 / -0.5300 Eh.

Atoms and positions in Å:
1 H 3.62 0.53 1.25
2 H -0.88 -3.46 -1.74
3 C -0.02 -3.13 -1.14
4 C 3.49 2.24 0.00
5 H 5.53 -0.34 0.26
6 H 3.56 2.70 -3.39
7 C -3.78 -1.03 -1.82
8 C 3.81 2.05 -2.53
9 H -4.18 2.40 -1.29
10 H -4.86 -0.97 -2.01
11 H -2.77 1.69 -2.10
12 H -0.42 2.30 -0.06
13 H -5.01 -2.71 1.10
14 C 3.89 0.99 0.30
15 Os -1.56 -0.25 0.44
16 H -2.55 2.86 -0.76
17 H 2.21 0.39 2.94
18 H -3.49 -2.08 -1.88
19 H 0.33 2.87 1.47
20 H 0.84 -0.55 -3.15
21 H 0.64 0.99 3.59
22 H -3.41 -3.10 1.76
23 O -0.59 -2.26 1.87
24 C -3.01 1.01 1.27
25 H -1.87 -3.31 3.05
26 P -0.04 -1.35 -1.04
27 C -0.15 -0.62 -2.69
28 C 0.43 2.18 0.62
29 H 2.04 -0.13 -0.46
30 H 1.85 1.20 -2.95
31 H -2.25 3.00 1.46
32 C 1.29 -0.70 0.09
33 H -2.78 -1.55 3.50
34 H -2.27 2.06 2.98
35 H 4.29 -1.72 -1.06
36 H 3.04 3.75 -1.44
37 P 0.51 0.50 1.28
38 O -0.01 -4.12 3.02
39 H -3.27 -0.47 -2.60
40 C 3.79 2.95 -1.28
41 C -3.44 -0.48 -0.47
42 H 4.76 3.48 -1.23
43 C -3.23 -0.29 1.83
44 C 1.12 0.26 2.93
45 C -3.93 -2.63 0.92
46 H -4.35 -0.74 3.62
47 H 5.67 0.95 -0.93
48 C 2.82 0.92 -2.53
49 H -3.78 2.72 2.31
50 C 4.43 -0.74 -1.54
51 C -3.16 2.03 -1.13
52 H 0.91 -3.47 -1.61
53 H 0.85 -0.76 3.25
54 H -0.59 0.38 -2.63
55 H 1.76 -1.53 0.64
56 C 3.15 -0.34 -2.22
57 C -3.15 0.90 -0.16
58 H -2.86 0.19 3.89
59 H 2.58 -1.21 -2.58
60 H -0.80 -1.26 -3.30
61 H -3.70 -3.19 0.01
62 C -3.50 -1.20 0.77
63 C -2.81 2.27 2.04
64 H 1.35 2.40 0.07
65 C 4.95 0.25 -0.47
66 H 5.24 -0.89 -2.28
67 H -0.11 -3.56 -0.12
68 H 4.84 1.69 -2.71
69 H 3.12 2.90 0.80
70 C -0.82 -3.26 2.67
71 C -3.31 -0.61 3.29

***

Entry 4:
A molecular structure, C42H51AsClCsF5IN3O2PS at a distorted geometry, computed with ωB97M-V/def2-TZVPD.

As for the net charge: -2. The energy relative to the best compared isomer or geometry (same formula, charge and spin) is 16.26 kcal per mole. Its orbital gap is 5.736 eV. The value obtained for the HOMO energy is -0.0821 Eh.

Atoms and positions in Å:
1 H 1.14 4.03 -0.44
2 C 4.12 3.99 1.61
3 C 0.80 -3.63 -1.66
4 C 0.13 4.38 -0.22
5 H -4.59 -1.45 0.87
6 F 0.38 -1.66 -7.68
7 N 3.05 2.25 -1.40
8 H -3.44 3.43 -1.20
9 H -0.01 -5.82 -3.08
10 C 4.72 -3.39 1.04
11 H -1.54 2.86 -3.32
12 C -0.85 -4.51 0.00
13 H -0.01 4.34 0.86
14 C 5.22 -0.59 2.17
15 H 3.78 5.73 -2.91
16 H 0.80 2.15 3.28
17 C -0.59 -0.51 -5.85
18 H 1.38 -3.14 -0.87
19 H -5.73 -2.39 2.85
20 C -2.60 -2.20 2.02
21 C -6.28 -1.76 2.15
22 H -2.64 2.59 4.60
23 H 4.85 -0.90 -0.97
24 C 3.84 -0.93 -0.56
25 H 1.87 -6.11 -1.39
26 H -6.81 -2.40 1.44
27 H 2.93 3.87 -4.33
28 C 1.65 -1.29 -5.72
29 H -0.39 2.63 4.50
30 C 2.85 2.48 -2.68
31 C -4.56 1.92 3.92
32 H -1.44 -4.86 -2.65
33 H 3.44 0.08 -0.53
34 As 3.91 -1.65 1.24
35 H -2.72 5.05 -0.94
36 C -4.54 0.07 2.36
37 C 3.68 2.90 0.82
38 H -6.55 -0.64 -0.37
39 H 4.76 0.38 2.34
40 C -2.45 0.93 3.27
41 C -2.68 3.99 -0.65
42 C -5.22 1.02 3.10
43 C 1.72 -0.76 -4.44
44 H 3.23 -1.56 -1.20
45 H -0.75 0.22 5.37
46 C -0.81 3.48 -2.80
47 H 6.11 -0.48 1.55
48 N -2.40 -0.95 1.75
49 P -1.05 3.27 -1.02
50 H -2.88 3.89 0.41
51 C -0.45 -0.01 -4.57
52 H -0.66 0.49 2.33
53 H 2.44 1.66 -3.25
54 C 0.48 -1.16 -6.43
55 C 4.39 5.26 1.12
56 N -1.16 -3.25 0.31
57 H -0.89 4.52 -3.11
58 H 4.73 6.04 1.79
59 S 2.07 -1.79 2.20
60 C -0.44 -0.11 4.37
61 C 3.80 4.54 -1.12
62 I 4.36 3.61 3.66
63 C -3.14 -0.01 2.47
64 H 0.70 -6.77 -0.23
65 C 1.16 -5.85 -0.59
66 C -0.68 -5.54 -2.26
67 F -1.74 -0.38 -6.56
68 C 3.11 3.73 -3.27
69 F -1.57 0.62 -4.07
70 C -5.31 -0.83 1.41
71 H 0.10 -2.91 -2.08
72 H -1.19 -6.44 -1.90
73 C -2.03 -3.32 1.36
74 O 3.44 1.76 1.25
75 C -2.27 -4.66 1.73
76 C -0.94 0.88 3.31
77 H -1.47 -6.51 0.81
78 F 2.70 -1.93 -6.29
79 Cl 4.60 7.16 -0.80
80 C 0.10 -4.87 -1.12
81 H -5.36 0.65 -0.18
82 C 3.52 3.24 -0.61
83 H 1.71 -5.39 0.23
84 H 0.65 -0.18 4.34
85 H -3.27 -2.46 2.84
86 H -6.31 1.08 3.03
87 C 0.69 -0.09 -3.80
88 H -6.82 0.64 0.82
89 H 5.49 -1.05 3.12
90 H 4.07 -3.98 0.40
91 H -2.90 -5.00 2.54
92 C 4.24 5.54 -0.22
93 H 0.18 3.08 -3.04
94 H -7.02 -1.18 2.71
95 C -0.27 2.24 3.48
96 H 0.02 5.41 -0.57
97 H 4.78 -3.87 2.02
98 C 3.58 4.75 -2.49
99 O -0.94 1.86 -0.58
100 C -1.53 -5.43 0.84
101 Cs 0.16 -0.36 -0.15
102 H 5.72 -3.32 0.60
103 C -6.05 0.01 0.36
104 F 2.92 -0.92 -3.79
105 H -5.11 2.66 4.49
106 H -0.69 2.97 2.78
107 H -0.85 -1.11 4.19
108 C -3.17 1.88 3.98
109 H 1.50 -3.92 -2.46

***

Entry 5:
2 unconnected molecules or ions with the total composition C4H11NO2 at a distorted geometry, computed with ωB97M-V/def2-TZVPD.

The energy relative to the best compared isomer or geometry (same formula, charge and spin) is 44.23 kcal per mole. Its orbital gap is 10.171 eV. The value obtained for the HOMO energy is -0.3486 Eh. Its SMILES is CC(=O)O.CCN.

Atoms and positions in Å:
1 H 2.05 -0.44 0.06
2 C 0.86 -2.11 -0.69
3 H 0.75 -2.27 0.33
4 H 1.09 -3.02 -1.05
5 H -3.11 1.96 0.71
6 H 0.11 3.06 1.34
7 H -3.14 0.94 2.22
8 H 0.71 0.14 -2.04
9 H -0.13 -1.61 -0.92
10 O -0.74 2.66 1.00
11 H 1.76 -0.56 -3.04
12 N 1.67 0.00 -2.07
13 H -2.53 0.17 0.79
14 C 1.95 -0.94 -0.98
15 C -1.19 1.50 1.62
16 H 2.96 -1.39 -0.98
17 O -0.49 0.80 2.38
18 C -2.58 1.12 1.32

***

Entry 6:
A gas-phase ion, C20H26FN2O2 (charge +1) at a distorted geometry, computed with ωB97M-V/def2-TZVPD.

As for the net charge: +1. The energy relative to the best compared isomer or geometry (same formula, charge and spin) is 10.45 kcal per mole. Its orbital gap is 7.949 eV. The value obtained for the HOMO energy is -0.3805 Eh. Its SMILES is COc1ccc(CN2CC[NH+](Cc3cccc(F)c3)CC2)cc1OC.

Atoms and positions in Å:
1 C -4.83 0.93 1.63
2 H -6.02 2.71 1.68
3 C 4.20 0.23 -0.83
4 H 6.72 -0.54 -0.24
5 O 3.59 2.24 -1.86
6 H -2.98 -0.91 -1.04
7 H -1.44 -2.99 1.52
8 C -2.26 -0.36 -0.42
9 H 4.66 -1.68 0.02
10 N -0.46 -1.64 -1.41
11 H 7.03 1.03 0.54
12 H -5.47 0.45 0.90
13 H 1.78 3.13 -2.36
14 C 0.66 -1.71 -2.34
15 H 0.84 -2.77 -2.53
16 H 2.69 -2.79 -0.86
17 O 5.27 0.94 -0.40
18 C -2.90 0.90 3.06
19 C -5.14 2.21 2.07
20 C -3.36 -1.12 1.66
21 H -2.65 0.63 -0.21
22 H -3.20 -1.77 2.52
23 C -0.25 -2.34 -0.17
24 H 0.33 -1.25 -3.27
25 H -4.15 -1.54 1.04
26 H 2.76 2.53 -3.74
27 H 0.11 -3.35 -0.39
28 N -2.10 -1.10 0.86
29 C 2.83 -1.74 -1.07
30 H 3.28 3.97 -2.82
31 C -1.57 -2.46 0.58
32 C -4.34 2.85 3.00
33 H -0.20 0.29 -0.54
34 C -0.92 -0.29 -1.14
35 H -1.06 0.23 -2.09
36 H 5.89 -0.11 1.28
37 C 3.28 0.94 -1.63
38 C 2.80 2.99 -2.74
39 C -3.72 0.27 2.12
40 C 2.16 0.30 -2.12
41 C 3.96 -1.11 -0.57
42 H -2.30 -2.98 -0.04
43 H -1.39 -0.60 1.40
44 C 1.92 -1.05 -1.84
45 C -3.23 2.18 3.48
46 C 6.27 0.28 0.33
47 H 1.46 0.83 -2.75
48 H -2.04 0.41 3.50
49 F -2.43 2.77 4.38
50 H -4.57 3.84 3.36
51 H 0.50 -1.85 0.48